Entry 1:
C17H35ErN3O4SSe2Si | the ωB97M-V functional and the def2-TZVPD basis

XYZ file:
```
64
Properties=species:S:1:pos:R:3:forces:R:3:mulliken_spin:R:1
Er 9.5248 10.4607 12.1520 -1.535 -1.608 0.319 3.05
C 10.6133 7.8231 14.7978 0.217 -0.304 0.117 0.00
Se 9.1001 7.8066 13.5866 -0.066 -0.319 -1.104 0.00
C 9.6352 6.4155 12.1945 -0.064 0.415 1.315 0.00
C 10.8431 6.8346 11.3851 -0.466 0.085 -0.297 0.00
Se 10.2868 8.2401 10.1064 0.842 0.266 0.217 0.00
C 12.1078 8.6658 9.4418 -0.970 -0.299 -0.036 0.00
H 10.4341 7.0102 15.5485 0.651 0.911 -0.647 0.00
H 10.5756 8.8408 15.2230 0.081 -0.621 0.129 0.00
H 11.5532 7.7541 14.2072 -0.584 -0.230 0.657 0.00
H 8.7327 6.2869 11.6007 0.028 0.043 -0.006 0.00
H 9.8103 5.4836 12.7573 -0.004 0.416 -0.190 0.00
H 11.1417 5.9645 10.7827 0.311 0.360 0.228 0.00
H 11.6462 7.2337 12.0209 -0.107 -0.319 -0.368 0.00
H 12.5534 7.7032 9.2095 0.199 0.161 -0.242 0.00
H 12.6460 9.1810 10.2142 0.295 0.245 0.273 0.00
H 11.9647 9.2955 8.5560 0.180 -0.294 0.220 0.00
N 7.7768 11.0824 13.8962 -0.189 -1.111 0.407 0.00
N 6.6525 11.9501 13.5478 0.507 -1.256 0.917 0.00
H 8.3747 11.4238 14.6553 -0.449 0.279 -0.060 0.00
H 7.4535 10.1314 14.2153 -0.133 1.405 -0.658 0.00
H 7.0833 12.7270 13.1014 0.020 0.803 -0.286 0.00
H 6.1214 12.2379 14.3761 0.481 -0.049 -0.296 0.00
C 7.0748 7.9706 9.6187 -0.930 1.068 0.098 0.00
Si 7.0529 9.5588 10.7961 1.225 -0.249 0.561 -0.02
C 6.7466 11.1052 9.6639 -0.325 -0.830 1.167 0.00
C 5.5902 9.2806 12.0281 -0.779 -0.127 -0.728 0.00
H 6.0145 7.6871 9.6051 0.039 -0.069 -0.422 0.00
H 7.5808 7.0999 10.0150 0.314 -0.077 0.101 0.00
H 7.4258 8.1590 8.5799 -0.214 -0.094 0.710 0.00
H 5.8073 10.8900 9.1758 -0.250 0.387 -0.653 0.00
H 7.5840 11.2162 8.9805 -0.091 0.086 -0.248 0.00
H 6.6306 11.9890 10.3077 0.039 -0.119 -0.276 0.00
H 4.6958 9.0288 11.4256 0.186 -0.096 0.200 0.00
H 5.2758 10.1721 12.5962 0.496 -0.351 -0.154 0.00
H 5.7356 8.4212 12.7144 0.120 0.454 -0.302 0.00
C 8.7469 16.7583 6.1136 -1.448 0.194 -0.239 0.00
C 8.9255 15.7966 7.2192 1.306 -1.007 0.791 0.00
C 9.7440 14.6470 7.1037 -0.242 0.688 -1.219 0.00
C 9.9648 13.7890 8.1534 -0.620 1.155 0.959 0.00
C 9.5089 14.1422 9.4361 -0.816 -0.562 -0.325 0.00
C 8.7563 15.3085 9.5911 0.079 0.616 0.902 0.00
C 8.4784 16.1153 8.4867 -0.290 -0.259 0.318 0.00
S 9.8884 13.0280 10.7998 0.237 1.746 1.045 0.00
O 8.9240 12.9084 11.9078 0.540 0.873 -0.932 0.00
O 10.2082 11.6894 10.3496 0.376 -0.161 -1.681 -0.01
N 11.2699 13.7190 11.4009 -0.338 -0.449 -0.050 0.00
C 11.5330 13.8078 12.8616 1.049 -0.996 0.098 0.00
C 12.4697 12.6392 13.4070 -1.492 0.264 -0.187 0.00
C 11.6197 11.3432 13.3701 1.277 -0.633 -0.729 0.00
O 11.8112 10.4577 12.4392 0.082 1.420 0.934 0.00
O 10.6278 11.2197 14.1316 -0.146 0.399 -0.018 0.00
H 8.5576 17.7505 6.5656 0.349 -0.334 -0.588 0.00
H 7.8188 16.5080 5.5230 1.046 0.179 0.338 0.00
H 9.6335 16.7252 5.4943 -0.060 0.359 -0.389 0.00
H 10.2461 14.4812 6.1307 -0.483 -0.201 0.673 0.00
H 10.5246 12.9236 8.0124 0.891 -1.408 -0.224 0.00
H 8.4682 15.7095 10.5777 0.039 -0.624 -0.477 0.00
H 7.9181 17.0448 8.5722 0.067 -0.247 0.446 0.00
H 12.0335 13.3321 10.8358 -0.042 0.417 0.310 0.00
H 10.5683 13.8124 13.3690 0.211 0.125 0.079 0.00
H 12.1074 14.7125 13.0708 -0.471 0.185 -0.273 0.00
H 12.7098 12.9461 14.4551 0.067 -0.545 -0.891 0.00
H 13.3408 12.5779 12.7305 -0.242 -0.151 0.664 0.00
```
Forces are in eV/Å.

The calculation puts the maximum force at 2.2 eV/A. The energy above the lowest of the compared OMol25 structures with the same formula, charge and spin is 0.0000 eV. As for the net charge: +1. The frontier orbital gap (alpha / beta) is 5.91 / 5.88 eV. The multiplicity is 4. The HOMO energy (alpha / beta) is -8.52 / -8.50 eV. As for the expectation value of S²: 3.75. Its LUMO energy (alpha / beta) is -2.62 / -2.62 eV.

Entry 2:
C17H35HfN2O2PSi | the ωB97M-V functional and the def2-TZVPD basis

XYZ file:
```
59
Properties=species:S:1:pos:R:3:forces:R:3:lowdin_charge:R:1
Hf -0.0552 0.3430 -0.0316 -0.450 -3.312 -4.145 1.12
Si 2.2181 0.6403 -1.4721 1.162 0.140 1.837 0.35
P -0.2435 0.6307 -2.7546 -2.505 -0.361 -0.422 0.63
N -0.4927 -1.5061 -0.4837 0.761 2.953 0.765 -0.19
H -0.4132 2.1647 1.2550 -0.913 1.336 -0.070 0.10
C -2.0781 0.6789 -2.9344 -0.403 0.182 -0.550 -0.29
H -2.3598 0.8374 -3.9865 -0.036 -0.098 0.166 0.04
H -2.5060 1.4815 -2.3218 0.194 -0.247 -0.185 0.02
H -2.5000 -0.2732 -2.5887 0.167 0.186 -0.017 0.04
C 0.1608 2.1500 -3.6946 0.238 0.020 -0.235 -0.27
H -0.3414 2.1026 -4.6727 0.189 0.102 0.246 0.05
H 1.2436 2.2395 -3.8462 -0.230 0.052 -0.006 0.03
H -0.1973 3.0334 -3.1470 0.087 -0.285 -0.129 0.03
C 0.0670 -0.7487 -3.9268 0.341 0.076 -0.059 -0.26
H -0.2822 -0.4667 -4.9321 0.120 -0.070 0.272 0.05
H -0.4827 -1.6392 -3.5912 0.163 0.313 0.059 0.05
H 1.1349 -0.9882 -3.9637 -0.208 -0.024 -0.073 0.02
C 3.1594 2.2188 -0.9645 0.696 -0.099 -0.062 -0.37
H 2.8947 2.5396 0.0553 0.090 -0.011 -0.328 -0.01
H 2.9567 3.0357 -1.6740 0.074 -0.127 0.290 0.00
H 4.2362 1.9822 -0.9914 -0.232 0.437 0.027 0.00
H 2.8730 -0.5028 -0.7339 0.551 -0.008 -0.187 -0.11
H 2.6708 0.4603 -2.8790 -0.353 -0.139 -0.122 -0.07
C -0.4763 -2.8112 -0.7290 -0.003 -1.694 -0.255 -0.46
C -1.5750 -4.9986 -0.6443 0.324 -0.092 -0.085 -0.13
C -1.6229 -3.6281 -0.4545 0.740 0.418 -0.191 -0.07
C 0.6945 -3.4661 -1.2564 -0.777 0.357 0.332 -0.06
C 0.7108 -4.8414 -1.4293 -0.252 -0.052 0.061 -0.13
C -0.4078 -5.6234 -1.1121 -0.153 0.150 0.002 -0.14
H -2.4594 -5.5913 -0.4269 0.106 -0.028 -0.003 0.09
H -2.5053 -3.1058 -0.0778 0.154 -0.290 -0.121 0.09
H 1.5574 -2.8325 -1.4843 -0.239 -0.281 0.061 0.08
H 1.6049 -5.3232 -1.8207 -0.101 0.064 0.076 0.09
H -0.3754 -6.7048 -1.2363 -0.025 0.242 -0.012 0.08
C -1.2598 2.6015 0.5786 0.240 -1.234 -0.114 -0.57
O -1.6699 1.4811 -0.2106 -0.478 1.630 0.548 -0.40
C -2.4404 3.0478 1.4300 0.186 0.276 0.369 -0.05
H -2.2165 4.0287 1.8784 -0.171 -0.371 0.117 0.08
H -2.6228 2.3049 2.2217 -0.173 0.323 -0.273 0.06
H -3.3489 3.1628 0.8136 0.473 -0.198 0.146 0.10
C -0.6279 3.7475 -0.2137 -0.005 0.249 0.132 -0.05
H -1.1432 3.9383 -1.1613 -0.025 -0.202 0.173 0.08
H 0.4426 3.5822 -0.4108 -0.316 -0.052 -0.082 0.07
H -0.7225 4.6525 0.3973 0.238 0.000 -0.197 0.08
C 0.6622 -0.4474 5.3918 -0.296 -0.091 0.321 -0.02
N 1.0536 -0.2292 4.0086 -0.317 -0.110 0.068 -0.12
C 2.4733 -0.2324 3.6699 0.335 0.038 0.003 0.01
C 0.1584 -0.0738 3.0611 0.995 0.463 -2.156 -0.39
C -1.3049 -0.2208 3.3347 -0.372 -0.179 0.146 0.03
O 0.6080 0.2016 1.8690 -0.390 -0.606 4.108 -0.19
H 1.5757 -0.5666 5.9681 -0.210 0.003 0.132 0.09
H 0.0471 -1.3487 5.4990 0.234 0.118 -0.005 0.10
H 0.0874 0.4002 5.7868 0.205 -0.143 -0.102 0.11
H 2.7038 -1.0283 2.9520 -0.124 0.222 0.119 0.11
H 2.7845 0.7283 3.2471 -0.096 -0.196 0.060 0.11
H 3.0019 -0.4156 4.6049 0.163 0.052 -0.276 0.09
H -1.7176 0.7007 3.7863 0.241 -0.375 -0.162 0.11
H -1.8648 -0.4471 2.4124 0.400 0.185 0.229 0.10
H -1.4677 -1.0551 4.0365 -0.016 0.388 -0.241 0.09
```
Forces are in eV/Å.

The calculation puts the maximum force at 5.3 eV/A. The energy above the lowest of the compared OMol25 structures with the same formula, charge and spin is 1.3991 eV. The frontier orbital gap is 5.57 eV. The HOMO energy is -5.67 eV. Its LUMO energy is -0.10 eV.

Entry 3:
C17H35I2N2O3PtSi3 | the ωB97M-V functional and the def2-TZVPD basis

XYZ file:
```
63
Properties=species:S:1:pos:R:3:forces:R:3:lowdin_charge:R:1
Pt -0.9801 1.5341 -0.4437 0.093 0.141 -0.078 0.64
C -2.4940 -2.3949 -2.5608 -0.003 0.008 0.025 -0.12
O -1.7712 -1.3574 -1.9137 0.004 -0.011 -0.001 -0.33
Si -0.1498 -1.5120 -1.5452 -0.038 0.014 0.035 0.31
C 0.7033 -2.2817 -3.0210 0.048 0.009 0.018 -0.14
C 0.0334 -2.6885 -0.1068 -0.017 -0.005 0.002 -0.13
C 0.4677 0.2255 -1.2146 -0.098 0.020 -0.009 -0.55
Si 2.0920 0.2965 -0.2416 0.027 0.013 -0.035 0.41
C 2.0028 -0.4770 1.4769 -0.045 -0.005 0.004 -0.16
C 2.6783 2.0685 -0.0369 0.006 -0.002 0.027 -0.18
C 3.4344 -0.6620 -1.1341 -0.006 -0.009 -0.010 -0.16
Si 0.4373 1.2481 -2.7841 -0.138 -0.446 0.039 0.35
C 1.9829 1.1875 -3.8211 0.018 0.194 0.018 -0.15
C -1.0288 0.9131 -3.8981 0.044 0.032 -0.061 -0.17
C 0.1185 2.9847 -2.0426 -0.132 0.035 0.133 -0.23
H -2.0738 -2.6190 -3.5437 -0.001 0.001 -0.007 0.08
H -3.5233 -2.0633 -2.6973 0.004 -0.007 0.004 0.09
H -2.4999 -3.3132 -1.9659 0.000 0.000 -0.006 0.09
H 0.4028 -3.3282 -3.1150 0.000 -0.004 -0.009 0.05
H 1.7890 -2.2693 -2.9165 0.000 -0.001 -0.003 0.03
H 0.4536 -1.7826 -3.9589 0.002 0.006 -0.002 0.03
H -0.4133 -3.6520 -0.3666 -0.010 0.000 0.009 0.05
H -0.4452 -2.3341 0.8080 -0.003 0.010 0.007 0.02
H 1.0842 -2.8771 0.1215 0.010 -0.004 -0.002 0.04
H 1.0012 -0.6530 1.8615 0.017 -0.024 -0.016 -0.01
H 2.5346 0.1508 2.1959 -0.008 0.008 0.010 0.04
H 2.5034 -1.4469 1.4675 0.018 0.004 0.003 0.04
H 1.9197 2.7116 0.4166 0.001 -0.003 0.006 0.03
H 2.9910 2.5184 -0.9811 -0.005 0.013 -0.008 0.03
H 3.5482 2.0772 0.6242 0.014 -0.005 -0.011 0.04
H 3.1621 -1.7099 -1.2751 0.006 -0.003 0.023 0.03
H 4.3331 -0.6515 -0.5118 0.009 0.023 0.000 0.05
H 3.7000 -0.2469 -2.1059 -0.011 -0.009 -0.015 0.02
H 2.1722 0.1411 -4.0732 0.024 0.020 -0.026 0.04
H 2.8701 1.5810 -3.3255 0.002 -0.002 0.025 0.03
H 1.8449 1.7349 -4.7556 -0.010 0.007 -0.006 0.05
H -0.9251 -0.0209 -4.4522 -0.002 -0.002 0.006 0.03
H -1.1107 1.7182 -4.6343 0.010 0.000 -0.007 0.04
H -1.9611 0.8607 -3.3350 0.007 0.008 0.011 0.01
H 1.0649 3.4289 -1.7419 0.039 -0.019 -0.051 0.04
H -0.5275 3.2576 -1.1574 0.070 -0.018 0.036 -0.07
H -0.3623 3.5824 -2.8192 -0.012 -0.024 -0.009 0.06
I -3.0511 3.2622 0.2294 0.015 0.048 0.035 0.35
I -4.0717 3.5562 -2.2025 0.007 -0.024 -0.016 0.21
O 1.1561 1.8255 6.1747 0.013 0.003 -0.022 -0.03
C 0.3151 0.7012 6.2581 -0.003 -0.018 0.025 -0.23
N -0.3124 0.6319 4.9539 0.013 0.010 -0.008 0.10
C -1.1180 -0.3968 4.6306 0.007 0.001 -0.003 -0.45
O -1.3623 -1.3122 5.3920 0.000 -0.002 0.000 0.10
C -1.7123 -0.3988 3.2440 0.004 -0.003 -0.011 -0.08
C -2.7890 -1.2447 3.0005 0.005 0.006 0.011 0.04
C -3.3317 -1.2943 1.7313 0.001 0.002 -0.033 0.00
C -2.7709 -0.5288 0.7254 -0.005 0.016 -0.007 -0.12
N -1.7131 0.2615 0.9526 0.059 0.033 -0.017 -0.15
C -1.2044 0.3391 2.1947 0.008 -0.046 -0.002 -0.10
H 1.5394 2.0017 7.0388 -0.004 0.006 0.008 0.10
H -0.4443 0.8137 7.0381 0.006 0.001 -0.001 0.14
H 0.8681 -0.2246 6.4347 -0.012 0.000 -0.001 0.14
H -0.2299 1.4605 4.3895 -0.015 0.002 0.001 0.14
H -3.1698 -1.8450 3.8163 0.001 -0.003 -0.001 0.14
H -4.1780 -1.9262 1.5042 -0.001 0.000 -0.001 0.13
H -3.1314 -0.5498 -0.2897 -0.020 -0.006 -0.031 0.11
H -0.3480 0.9882 2.3078 -0.015 0.010 0.002 0.11
```
Forces are in eV/Å.

The calculation puts the maximum force at 0.5 eV/A. The energy above the lowest of the compared OMol25 structures with the same formula, charge and spin is 0.3911 eV. As for the net charge: +1. The frontier orbital gap is 6.97 eV. The HOMO energy is -11.94 eV. Its LUMO energy is -4.97 eV.